# 1
{"formula": "C23H36F5GeNaO3PSeSiTe2", "method": "wB97M-V/def2-TZVPD", "charge": -1, "homo_energy_ev": -4.032, "max_force_ha_per_bohr": 0.0166, "e_lumo_ev": 1.86, "orbital_gap_ev": 5.89, "elements": ["Na", "C", "Te", "C", "H", "H", "H", "H", "H", "H", "Ge", "C", "C", "C", "C", "C", "C", "C", "C", "C", "C", "C", "C", "H", "H", "H", "H", "H", "H", "H", "H", "H", "H", "H", "C", "Si", "C", "C", "Se", "H", "H", "H", "H", "H", "H", "H", "H", "H", "F", "C", "F", "C", "F", "F", "F", "C", "C", "O", "P", "O", "Te", "O", "C", "C", "H", "H", "H", "H", "H", "H", "H", "H", "H", "H"], "positions_angstrom": [[0.709754, 0.207740, -1.265023], [0.155219, 0.416896, 4.052674], [-0.126362, 0.149588, 1.966756], [-1.908674, -0.958733, 2.179894], [-0.210712, -0.475131, 4.554903], [-0.406236, 1.298146, 4.348491], [1.221046, 0.545431, 4.222896], [-2.465061, -0.483726, 2.983696], [-1.654547, -1.990522, 2.409012], [-2.441080, -0.892875, 1.233832], [-1.372135, -1.888004, -1.793645], [-0.621685, -3.509971, -0.801441], [-0.988424, -4.059233, 0.432806], [-0.298659, -5.118687, 1.010338], [0.807732, -5.662782, 0.369787], [1.201091, -5.138565, -0.851603], [0.488644, -4.088488, -1.423447], [-3.327035, -1.824084, -1.238484], [-4.046850, -2.619893, -0.341925], [-5.406643, -2.431596, -0.115976], [-6.098386, -1.434382, -0.789314], [-5.418576, -0.647399, -1.708878], [-4.062982, -0.853826, -1.931119], [-0.865659, -0.885342, -0.535422], [-1.824452, -3.645910, 0.982289], [-0.620817, -5.515456, 1.967620], [1.355033, -6.482642, 0.819432], [2.064084, -5.548011, -1.364448], [0.813009, -3.695912, -2.382875], [-3.556805, -3.430264, 0.180313], [-5.927670, -3.070973, 0.588491], [-7.156237, -1.282735, -0.610268], [-5.944820, 0.124033, -2.259828], [-3.556399, -0.245716, -2.675039], [-2.833357, 4.875663, 0.449749], [-1.965142, 3.265544, 0.081189], [-3.050579, 2.129505, -0.906819], [-0.376100, 3.588270, -0.834489], [-1.547454, 2.411708, 2.138856], [-3.063954, 5.390031, -0.487809], [-2.203492, 5.529087, 1.056072], [-3.766665, 4.703437, 0.988537], [-3.380220, 2.606195, -1.833833], [-3.928818, 1.818954, -0.337997], [-2.496912, 1.225078, -1.173913], [-0.562921, 4.037492, -1.812862], [0.174251, 2.662540, -1.016168], [0.272385, 4.256490, -0.263517], [-0.296911, 1.254535, -4.273653], [0.889698, 0.745949, -3.693208], [1.228193, -0.335736, -4.525269], [1.922861, 1.800127, -4.062130], [3.166095, 1.402097, -3.700678], [1.681182, 2.958164, -3.396611], [2.012399, 2.143805, -5.372384], [6.582968, 0.244691, 0.348989], [5.410246, -0.475961, -0.274204], [4.524633, -0.963767, 0.763219], [3.086727, -0.327161, 0.993056], [2.617504, 0.420518, -0.209503], [1.753837, -2.130144, 1.841892], [3.191423, 0.676475, 2.242861], [3.623948, 2.041055, 2.014341], [2.507017, 2.995418, 2.358372], [7.256128, 0.597065, -0.434341], [7.137185, -0.419114, 1.012741], [6.248197, 1.108537, 0.924969], [5.734370, -1.357938, -0.824481], [4.850388, 0.163813, -0.955247], [3.920884, 2.166088, 0.972467], [4.494598, 2.196182, 2.652947], [1.648074, 2.848667, 1.702986], [2.847405, 4.025964, 2.240455], [2.181189, 2.859695, 3.390919]], "atomic_forces_ev_per_a": [[0.251, 0.019, -0.817], [0.170, -0.090, 0.048], [-0.435, 0.456, -0.316], [0.062, -0.117, 0.063], [0.056, -0.024, -0.003], [0.002, -0.015, 0.022], [0.006, -0.049, 0.008], [0.005, -0.002, 0.004], [-0.002, 0.006, -0.001], [0.024, -0.011, -0.005], [0.016, -0.225, 0.170], [0.014, -0.036, 0.039], [0.025, 0.000, -0.010], [0.008, -0.001, -0.008], [-0.019, 0.000, -0.001], [-0.018, 0.005, -0.014], [-0.004, -0.031, 0.012], [-0.087, 0.094, -0.012], [-0.042, -0.021, -0.068], [-0.003, 0.002, -0.003], [0.015, 0.002, 0.006], [0.023, -0.026, 0.002], [-0.054, -0.053, 0.025], [-0.317, -0.062, 0.119], [-0.002, -0.002, -0.007], [0.005, 0.000, 0.002], [0.003, 0.002, 0.005], [0.002, 0.004, 0.001], [0.002, 0.003, -0.001], [0.012, 0.005, 0.018], [-0.005, -0.002, -0.004], [-0.002, -0.001, -0.001], [-0.005, 0.001, -0.001], [-0.007, -0.008, 0.005], [-0.044, 0.118, -0.001], [0.032, -0.072, -0.248], [0.028, -0.051, 0.053], [0.071, 0.033, 0.055], [-0.228, 0.161, 0.490], [-0.014, 0.014, 0.026], [-0.014, 0.010, -0.008], [0.002, 0.008, -0.010], [0.024, -0.027, -0.015], [-0.001, 0.001, -0.029], [-0.038, 0.031, -0.009], [0.009, -0.044, -0.003], [0.044, 0.087, -0.050], [0.019, -0.014, -0.020], [-0.004, 0.009, -0.008], [0.093, 0.220, 0.187], [-0.004, -0.006, -0.022], [-0.013, -0.033, -0.015], [0.003, 0.008, 0.002], [0.008, 0.010, -0.014], [0.003, -0.001, -0.009], [0.007, 0.005, 0.005], [-0.052, -0.064, -0.018], [0.191, 0.109, -0.025], [-0.122, -0.126, -0.038], [0.075, -0.137, 0.326], [0.093, -0.264, 0.030], [0.122, 0.251, 0.072], [0.024, -0.045, 0.012], [-0.017, 0.018, 0.027], [0.002, -0.004, 0.002], [-0.005, 0.008, 0.010], [0.006, 0.003, -0.011], [0.013, -0.010, 0.004], [-0.020, 0.004, 0.000], [0.001, -0.011, -0.013], [0.008, -0.003, 0.006], [-0.004, -0.012, -0.015], [0.003, -0.004, 0.000], [-0.005, -0.002, -0.005]]}



# 2
{"formula": "C33H51INO10S4", "method": "wB97M-V/def2-TZVPD", "charge": 1, "homo_energy_ev": -11.473, "max_force_ha_per_bohr": 0.1726, "e_lumo_ev": -4.53, "orbital_gap_ev": 6.95, "elements": ["C", "C", "C", "C", "C", "C", "C", "C", "O", "O", "S", "C", "O", "O", "C", "C", "N", "C", "C", "C", "C", "C", "C", "C", "C", "C", "C", "I", "H", "H", "H", "H", "H", "H", "H", "H", "H", "H", "H", "H", "H", "H", "H", "H", "H", "H", "H", "H", "H", "H", "H", "H", "H", "H", "H", "C", "C", "C", "S", "O", "O", "C", "H", "H", "H", "H", "H", "H", "H", "H", "C", "C", "C", "S", "O", "O", "C", "H", "H", "H", "H", "H", "H", "H", "H", "C", "C", "C", "S", "O", "O", "C", "H", "H", "H", "H", "H", "H", "H", "H"], "positions_angstrom": [[1.580536, -2.548239, 2.100817], [1.806197, -0.963642, 1.947959], [0.466760, -0.115097, 1.697814], [0.145871, 0.159343, 0.131814], [-1.212946, 1.044286, -0.074652], [1.401843, 0.777420, -0.664598], [1.803427, 2.273251, -0.528827], [1.036565, 3.330352, 0.414834], [0.589519, 4.349519, -0.188856], [0.898095, 3.188081, 1.820766], [-0.144593, 4.338517, 2.496307], [-1.864741, 4.311141, 1.786987], [-0.285636, 3.955668, 3.963086], [0.490275, 5.706965, 2.486987], [3.004599, 2.891070, -1.346765], [3.784083, 1.920140, -2.251270], [3.438910, 0.499717, -2.354054], [4.333814, -0.293643, -3.249202], [5.244185, -1.452250, -2.785060], [6.161937, -2.234371, -3.777997], [6.154005, -1.766817, -5.267780], [5.272826, -0.573495, -5.756598], [4.329846, 0.167896, -4.755890], [2.310281, -0.074870, -1.637030], [1.954480, -1.617741, -1.804937], [0.631430, -1.889674, -2.719758], [0.165747, -0.618836, -3.580619], [-1.511887, -1.266322, -4.869164], [1.262326, -2.827419, 3.174270], [0.867184, -3.004367, 1.335066], [2.617276, -3.040800, 1.959146], [2.237066, -0.598336, 2.958909], [2.634678, -0.801502, 1.178826], [0.454146, 0.827255, 2.340099], [-0.408780, -0.769887, 2.083376], [-0.126973, -0.880309, -0.298476], [-1.118423, 1.799045, -0.928887], [-2.129267, 0.349025, -0.192114], [-1.383987, 1.597708, 0.922088], [-1.775623, 3.772405, 0.766002], [-2.583559, 3.800031, 2.506016], [-2.179690, 5.390376, 1.517760], [3.284531, 3.998683, -1.277641], [4.661307, 2.366466, -2.850591], [5.192723, -1.733761, -1.669925], [6.828718, -3.106912, -3.473452], [6.793689, -2.280405, -6.068497], [5.298955, -0.218551, -6.845838], [3.680604, 1.052174, -5.112865], [1.670922, -1.996562, -0.747562], [2.814608, -2.278635, -2.151001], [-0.203192, -2.327760, -2.048816], [0.931100, -2.746737, -3.434593], [-0.222525, 0.166407, -2.850097], [1.052454, -0.278483, -4.214170], [11.550603, -0.849463, -1.858653], [11.622817, -2.255985, -1.261202], [10.239566, -2.891305, -1.415132], [9.495903, -2.127905, -2.852455], [8.350329, -1.355683, -2.422916], [9.413781, -3.099911, -3.920935], [10.838103, -1.004449, -3.195810], [12.542288, -0.409786, -1.981519], [10.970337, -0.196932, -1.198096], [12.362883, -2.847256, -1.809950], [11.932157, -2.234786, -0.214018], [10.306474, -3.968536, -1.571943], [9.604001, -2.679667, -0.553369], [10.446599, -0.065039, -3.585617], [11.487947, -1.477400, -3.935531], [-6.826306, 2.374016, 4.084448], [-5.774264, 1.880607, 5.079933], [-5.250987, 0.537624, 4.566482], [-5.437776, 0.575124, 2.787483], [-6.410370, -0.422028, 2.405759], [-4.129788, 0.652996, 2.171247], [-6.211834, 2.180537, 2.704343], [-7.094015, 3.417534, 4.261353], [-7.735414, 1.770757, 4.177993], [-4.951881, 2.602189, 5.128811], [-6.185151, 1.784079, 6.087106], [-4.199317, 0.392853, 4.816470], [-5.842504, -0.295297, 4.950542], [-6.947325, 2.197901, 1.900254], [-5.429210, 2.918872, 2.514731], [-10.466370, -1.940331, 1.048048], [-11.436763, -0.871584, 0.540745], [-12.184439, -0.316930, 1.754824], [-11.083839, -0.513543, 3.152081], [-11.670638, -1.461978, 4.069826], [-10.618755, 0.788174, 3.580052], [-9.773206, -1.327830, 2.257751], [-9.747878, -2.233108, 0.279684], [-11.024216, -2.833442, 1.347996], [-10.872413, -0.067599, 0.056875], [-12.131564, -1.275076, -0.199266], [-12.426252, 0.739203, 1.630842], [-13.093722, -0.884968, 1.958765], [-9.290494, -2.067179, 2.896212], [-9.052790, -0.564992, 1.954406]], "atomic_forces_ev_per_a": [[0.991, -0.026, 0.320], [0.012, -0.171, 1.046], [-0.253, -0.767, -0.090], [-0.234, -0.443, -0.345], [0.322, -0.180, 1.083], [2.739, 2.047, -1.433], [1.730, -1.754, -0.846], [-1.056, 3.137, -2.509], [1.624, -4.258, 2.575], [-0.522, -0.077, -2.867], [0.658, 4.883, 7.380], [-0.004, -0.177, -2.193], [0.114, -0.614, -4.837], [-1.654, -3.949, -1.858], [-0.998, -4.537, -0.559], [-2.497, 1.308, 2.367], [-0.982, 1.711, 1.705], [2.153, -1.626, -3.692], [-0.385, 0.696, -2.380], [-2.692, 3.390, -1.965], [-2.024, 1.689, 1.963], [-0.450, -0.785, 3.839], [2.442, -2.758, 0.972], [-0.335, 1.446, 0.896], [-0.479, 0.139, 0.895], [0.342, -0.658, -0.492], [0.446, -0.994, 1.198], [0.988, 0.525, 0.676], [0.200, 0.508, -1.835], [0.836, 0.699, 1.047], [-1.697, 0.611, 0.163], [-0.567, -0.585, -1.703], [-1.264, 0.081, 0.838], [0.119, -1.116, -1.176], [1.281, 1.152, -0.656], [0.894, 1.754, 0.442], [-0.258, -1.169, 1.109], [1.594, 1.217, -0.006], [0.153, -0.695, -1.625], [-0.407, 0.721, 1.782], [1.370, 0.607, -0.865], [0.892, -1.662, 0.845], [-0.502, -1.957, -0.107], [-1.515, -1.427, 0.969], [0.273, 0.442, -1.997], [-1.254, 1.543, -0.364], [-0.987, 0.758, 1.589], [-0.017, -0.726, 1.888], [1.128, -1.657, 0.736], [0.702, 0.771, -1.623], [-1.044, 1.362, 0.307], [1.221, 1.015, -1.186], [-0.585, 1.443, 1.045], [0.507, -0.820, -1.401], [-1.497, -0.238, 0.746], [0.007, 0.092, 0.174], [0.266, -0.027, 0.034], [0.197, -0.308, 0.465], [0.690, 0.015, -0.082], [0.092, -0.171, -0.073], [-0.567, 0.218, 0.163], [0.322, 0.346, -0.051], [-0.114, -0.022, -0.002], [0.054, -0.008, -0.087], [-0.079, 0.056, 0.048], [-0.045, -0.037, -0.113], [-0.194, 0.117, -0.067], [-0.043, 0.020, -0.165], [-0.120, -0.159, -0.049], [-0.135, -0.014, 0.025], [-0.190, -0.081, 0.143], [0.035, 0.224, 0.121], [0.121, -0.050, 0.578], [-0.092, 0.228, 0.160], [0.355, 0.011, -0.201], [-0.085, -0.267, -0.215], [-0.267, 0.392, -0.006], [-0.003, -0.110, -0.042], [0.022, 0.099, -0.068], [-0.056, -0.067, 0.007], [0.069, -0.007, -0.110], [-0.099, -0.129, -0.168], [0.042, 0.026, -0.180], [0.141, -0.126, -0.031], [-0.017, -0.108, -0.034], [-0.087, -0.146, -0.056], [0.051, 0.013, -0.233], [-0.389, 0.127, -0.461], [0.174, -0.009, 0.011], [0.125, 0.381, 0.023], [-0.131, -0.239, 0.241], [0.295, -0.227, -0.278], [-0.049, 0.012, 0.093], [0.081, 0.053, -0.010], [-0.039, -0.072, 0.049], [0.053, 0.072, 0.076], [-0.005, -0.102, 0.218], [0.127, 0.050, 0.126], [-0.058, 0.175, 0.100], [-0.029, -0.066, 0.111]]}